[1]
A molecular structure, C9H9Cl3CrF3O9. Source: the Open Molecules 2025 dataset; level of theory: the ωB97M-V functional and the def2-TZVPD basis.

The total charge is 0. Its expectation value of S² is 3.8326. The spin multiplicity is 4. The calculated total energy comes out at -102048.48404 eV. As for the frontier orbital gap (alpha / beta): 7.5055 / 9.0338 eV.

Each line ends with the Löwdin spin population.
Cartesian coordinates (Å):
Cr (0.24984, -0.73598, 0.78837)  3.0593
Cl (-1.85708, -0.58888, 1.95185)  -0.0039
Cl (2.18281, 0.08954, -0.17544)  0.0126
Cl (0.50273, -3.19422, 0.52241)  -0.0882
C (-0.88946, -1.25314, -4.58260)  0.0001
C (-1.78409, -2.27646, -3.96101)  0.0000
O (-2.03865, -1.77095, -2.69777)  0.0011
C (-1.01281, -1.08570, -2.29275)  0.0021
O (-0.78096, -0.65451, -1.11225)  0.0055
O (-0.35660, -0.61956, -3.41035)  0.0011
F (-1.08630, -3.39832, -3.83748)  0.0000
H (-1.50481, -0.68223, -5.27794)  0.0000
H (-0.13362, -1.74830, -5.19220)  0.0000
H (-2.64175, -2.38629, -4.62468)  0.0000
C (-1.86370, 3.71245, -2.22984)  0.0000
C (-2.54258, 4.25174, -0.95342)  0.0000
O (-1.81041, 3.59074, 0.13377)  0.0001
C (-1.10795, 2.58182, -0.30971)  0.0003
O (-0.45993, 1.77995, 0.47256)  0.0021
O (-1.23307, 2.56175, -1.63817)  0.0002
F (-3.83319, 3.82673, -0.91438)  0.0000
H (-1.04984, 4.38884, -2.49103)  0.0000
H (-2.63501, 3.62706, -2.99526)  0.0000
H (-2.60881, 5.33889, -0.99597)  0.0000
C (3.50302, -2.43797, 4.72661)  0.0002
C (3.38528, -1.04512, 5.30765)  -0.0001
O (2.17330, -0.66469, 4.83640)  0.0004
C (1.97758, -1.16741, 3.69250)  0.0016
O (1.20629, -0.75324, 2.79213)  0.0034
O (2.84769, -2.14104, 3.54086)  0.0018
F (4.29834, -0.11802, 4.77566)  0.0001
H (2.94872, -3.19746, 5.27801)  0.0001
H (4.51599, -2.75418, 4.47756)  0.0000
H (3.43905, -1.07586, 6.39589)  0.0000

[2]
A molecular structure, C23H24AsN5O3S3Ti. Source: the Open Molecules 2025 dataset; level of theory: the ωB97M-V functional and the def2-TZVPD basis.

The total charge is +1. Its expectation value of S² is 0.7587. The spin multiplicity is 2. The calculated total energy comes out at -154290.04998 eV. As for the frontier orbital gap (alpha / beta): 6.9946 / 7.0005 eV.

Each line ends with the Löwdin spin population.
Cartesian coordinates (Å):
Ti (9.11983, 14.61468, 7.89899)  0.8788
N (5.67273, 17.30595, 7.37601)  -0.0081
C (6.83550, 16.63675, 7.52576)  -0.0072
S (6.84924, 15.19827, 8.48774)  -0.0145
N (7.90621, 17.14794, 6.95070)  -0.0036
N (9.01484, 16.40418, 7.04146)  -0.0107
C (10.15895, 16.92779, 6.78268)  0.0517
C (10.33951, 18.37542, 6.64960)  0.0058
C (9.85191, 19.16839, 7.68920)  0.0048
C (9.96835, 20.54336, 7.62366)  -0.0003
C (10.57434, 21.13501, 6.51473)  0.0036
C (11.05119, 20.34877, 5.47819)  -0.0002
C (10.93415, 18.96760, 5.54888)  0.0046
C (11.28312, 15.97763, 6.72832)  0.0127
C (12.58447, 16.33086, 6.42727)  0.0042
C (13.52196, 15.31676, 6.27004)  0.0128
C (13.11312, 13.99586, 6.41412)  0.0039
C (11.81862, 13.72747, 6.80448)  0.0122
N (10.93942, 14.71117, 6.96917)  0.0033
H (4.84007, 16.97853, 7.83246)  -0.0005
H (5.63980, 18.13284, 6.80386)  -0.0002
H (9.38124, 18.70328, 8.54621)  0.0003
H (9.58744, 21.14700, 8.44060)  -0.0001
H (10.68023, 22.20659, 6.46373)  0.0002
H (11.49691, 20.81996, 4.61212)  0.0000
H (11.27499, 18.36162, 4.71586)  0.0001
H (12.85000, 17.36989, 6.30538)  -0.0001
H (14.54273, 15.56770, 6.02580)  0.0006
H (13.79002, 13.16369, 6.26082)  -0.0001
H (11.47079, 12.71296, 6.96599)  0.0005
O (10.79462, 12.86932, 9.67806)  0.0081
C (9.91191, 12.28886, 9.09277)  0.0029
N (8.68099, 12.87619, 8.82314)  0.0064
S (8.02592, 12.20485, 7.49510)  0.0085
O (6.62297, 12.01784, 7.54921)  -0.0002
O (8.53384, 13.14156, 6.45738)  0.0077
C (8.96616, 10.68968, 7.59534)  0.0039
C (8.77212, 9.42896, 7.05056)  0.0007
C (9.60813, 8.40771, 7.49982)  0.0004
C (10.61141, 8.64473, 8.43580)  -0.0003
C (10.80891, 9.92001, 8.94854)  0.0002
C (9.95986, 10.91977, 8.53376)  -0.0002
H (7.97435, 9.22687, 6.34800)  0.0000
H (9.47274, 7.40834, 7.10663)  0.0001
H (11.23424, 7.82451, 8.75752)  0.0000
H (11.56544, 10.14435, 9.68856)  0.0000
C (11.03959, 13.69582, 12.31369)  0.0009
As (9.56494, 14.69670, 11.50347)  0.0045
C (9.29503, 16.06744, 12.85430)  0.0008
C (7.91362, 13.67741, 11.64915)  -0.0001
S (10.02417, 15.88182, 9.78897)  0.0010
H (10.96388, 13.84056, 13.38592)  0.0001
H (11.96446, 14.13047, 11.93324)  0.0000
H (10.99649, 12.63988, 12.04819)  0.0001
H (9.21233, 15.61567, 13.84517)  0.0001
H (8.38737, 16.62709, 12.62352)  0.0000
H (10.13851, 16.75323, 12.81333)  0.0000
H (7.87552, 13.32917, 12.67588)  0.0000
H (7.87549, 12.84993, 10.94395)  0.0000
H (7.09359, 14.37184, 11.45581)  -0.0001

[3]
9 unconnected molecules or ions with the total composition C35H57F3I2NO25. Source: the Open Molecules 2025 dataset; level of theory: the ωB97M-V functional and the def2-TZVPD basis.

The total charge is +1. The calculated total energy comes out at -114226.98445 eV. As for the frontier orbital gap: 6.1714 eV.

Each line ends with the Mulliken charge.
Cartesian coordinates (Å):
O (4.92200, -6.86768, 0.13604)  -0.4692
C (6.18469, -6.35690, 0.12470)  0.2463
I (7.68352, -6.65809, 1.69375)  0.1531
C (6.52034, -5.40713, -1.21036)  -0.7792
C (6.02749, -3.87382, -0.75971)  0.1365
C (7.08277, -3.09773, 0.28013)  -0.3373
N (6.71212, -1.71246, 0.78500)  -0.0937
C (5.42018, -0.98294, 0.38760)  -0.5590
I (4.93325, 1.03120, 1.20073)  0.2918
C (4.31641, -1.64934, -0.65453)  0.0562
C (4.61312, -3.18134, -1.25485)  0.6542
C (3.59051, -3.94465, -2.28402)  -0.6111
C (2.20973, -4.50888, -1.60407)  0.1919
C (1.98257, -4.08781, -0.03602)  0.3383
F (2.86862, -4.45633, 1.10343)  -0.2923
C (0.74437, -3.28995, 0.32803)  0.0867
F (0.69820, -1.78459, 0.25774)  -0.1832
F (-0.46404, -4.07916, 0.72876)  -0.1952
H (7.68038, -5.39868, -1.46645)  0.4057
H (5.97875, -5.79797, -2.17118)  0.2672
H (8.07458, -3.61931, 0.64708)  0.3281
H (7.40171, -1.25464, 1.43942)  0.3159
H (3.31344, -1.10179, -0.97367)  0.3812
H (4.12125, -4.86134, -2.82244)  0.0591
H (3.27336, -3.14503, -3.11011)  0.3627
H (1.28546, -4.05932, -2.20958)  0.2098
H (2.22427, -5.69501, -1.70658)  0.0159
C (-4.96128, -3.46226, -4.14031)  -0.6170
O (-3.96959, -2.51369, -3.75157)  -0.3213
C (-3.36567, -2.79062, -2.56833)  0.7350
O (-3.60183, -3.74912, -1.84965)  -0.5442
O (-2.45344, -1.81642, -2.32338)  -0.3780
C (-1.73543, -1.97853, -1.10182)  -0.8186
H (-5.37771, -3.14187, -5.09933)  0.2252
H (-4.51641, -4.45380, -4.27221)  0.2834
H (-5.77292, -3.49497, -3.40631)  0.2939
H (-1.16158, -2.91076, -1.11210)  0.3839
H (-2.41806, -1.95200, -0.24631)  0.4025
H (-1.03460, -1.14439, -1.00841)  0.2838
C (-2.54944, 1.42352, -1.48962)  -0.2986
O (-1.85226, 2.42307, -0.74854)  -0.3544
C (-2.37970, 2.68033, 0.47502)  0.7076
O (-3.36173, 2.14095, 0.96047)  -0.5682
O (-1.62511, 3.64155, 1.06483)  -0.2596
C (-2.06593, 4.01610, 2.36845)  -0.5459
H (-2.04172, 1.29946, -2.45015)  0.2523
H (-2.52611, 0.46484, -0.96156)  -0.0041
H (-3.58080, 1.73559, -1.68322)  0.3285
H (-2.02338, 3.16113, 3.05085)  0.3099
H (-3.07799, 4.43176, 2.32917)  0.2959
H (-1.39084, 4.78988, 2.74422)  0.1180
C (-8.49116, -0.62711, 5.35608)  -0.3024
O (-7.13736, -0.59559, 4.90823)  -0.3164
C (-6.87847, 0.36008, 3.98025)  0.7194
O (-7.68569, 1.15532, 3.52533)  -0.5505
O (-5.56587, 0.27766, 3.64630)  -0.3140
C (-5.14747, 1.23069, 2.67125)  -0.4923
H (-8.58402, -1.42784, 6.09499)  0.2364
H (-8.76068, 0.31847, 5.83745)  0.3093
H (-9.16801, -0.84638, 4.52399)  -0.0092
H (-5.28330, 2.25060, 3.04515)  0.2732
H (-5.69066, 1.08579, 1.73182)  0.3004
H (-4.08234, 1.07351, 2.48026)  0.2205
C (2.15547, 5.44188, 1.32705)  -0.6913
O (2.85264, 6.44142, 2.06814)  -0.1917
C (2.32521, 6.69868, 3.29170)  0.6693
O (1.34318, 6.15931, 3.77715)  -0.5692
O (3.07980, 7.65991, 3.88150)  -0.2159
C (2.63898, 8.03446, 5.18513)  -0.6905
H (2.66320, 5.31781, 0.36652)  0.2684
H (2.17880, 4.48319, 1.85511)  0.2573
H (1.12411, 5.75394, 1.13346)  0.2971
H (2.68154, 7.17948, 5.86753)  0.3136
H (1.62692, 8.45012, 5.14584)  0.2901
H (3.31406, 8.80823, 5.56089)  0.2323
C (6.05972, 1.47535, -2.66554)  -0.5612
O (5.36424, 0.79182, -3.70643)  -0.2325
C (5.03365, 1.57458, -4.76448)  0.6952
O (5.27903, 2.76512, -4.88015)  -0.5306
O (4.38289, 0.80317, -5.67148)  -0.2756
C (3.97172, 1.49924, -6.84641)  -0.6255
H (6.27347, 0.75415, -1.87183)  0.1181
H (7.01053, 1.87402, -3.03362)  0.3414
H (5.43936, 2.27431, -2.24675)  0.2913
H (4.83898, 1.89898, -7.38171)  0.2932
H (3.26794, 2.29922, -6.59482)  0.2947
H (3.46236, 0.78646, -7.50075)  0.2157
C (5.45456, 7.72501, 1.80161)  -0.4579
O (6.19263, 8.93582, 1.64822)  -0.2971
C (7.43548, 8.90469, 2.19210)  0.7072
O (7.93976, 7.95754, 2.77484)  -0.5504
O (8.02000, 10.10989, 1.97515)  -0.3053
C (9.34243, 10.22317, 2.49706)  -0.6114
H (4.47753, 7.86288, 1.33024)  0.2124
H (5.96454, 6.89590, 1.30064)  0.3026
H (5.29681, 7.50071, 2.86151)  0.2341
H (10.00795, 9.49394, 2.02401)  0.2852
H (9.34018, 10.09869, 3.58475)  0.2851
H (9.71201, 11.22614, 2.26659)  0.2236
C (1.08490, -5.32362, -7.89924)  -0.6433
O (1.26393, -5.31687, -6.48424)  -0.2487
C (0.82846, -6.44094, -5.86110)  0.6233
O (0.31916, -7.40960, -6.40265)  -0.5346
O (1.05795, -6.30050, -4.53112)  -0.1510
C (0.64678, -7.41623, -3.74364)  -0.6163
H (1.46748, -4.37778, -8.29270)  0.2178
H (1.65187, -6.14104, -8.35623)  0.2931
H (0.02264, -5.39772, -8.15360)  0.2881
H (1.19613, -8.31741, -4.03443)  0.3234
H (-0.43298, -7.57409, -3.83188)  0.3163
H (0.87759, -7.19529, -2.69790)  0.1670
C (-14.58625, -3.66191, 5.73147)  -0.6113
O (-13.23244, -3.63039, 5.28363)  -0.2998
C (-12.97356, -2.67472, 4.35565)  0.7673
O (-13.78078, -1.87948, 3.90072)  -0.5376
O (-11.66096, -2.75714, 4.02169)  -0.2821
C (-11.24256, -1.80411, 3.04665)  -0.7337
H (-14.67911, -4.46264, 6.47039)  0.2205
H (-14.85576, -2.71634, 6.21284)  0.2864
H (-15.26310, -3.88118, 4.89938)  0.2878
H (-11.37840, -0.78420, 3.42054)  0.3291
H (-11.78575, -1.94902, 2.10722)  0.3536
H (-10.17743, -1.96129, 2.85566)  0.1979

[4]
A single C6H9NOS2 molecule. Source: the Open Molecules 2025 dataset; level of theory: the ωB97M-V functional and the def2-TZVPD basis.

The total charge is 0. The calculated total energy comes out at -31575.28776 eV. As for the frontier orbital gap: 8.9714 eV. As for the structure (SMILES): O[C@]12CCC[C@H]1SC(=S)N2.

Each line ends with the Mulliken charge.
Cartesian coordinates (Å):
O (1.22297, 1.73679, 0.67628)  -0.5854
C (0.45009, 0.73437, 0.08071)  1.1451
C (-0.74224, 0.49837, 1.00856)  -1.6161
C (-1.09995, -0.99105, 0.91425)  -0.6432
C (0.34792, -1.62217, 0.69388)  -0.6539
C (1.15051, -0.60036, -0.07890)  -0.4143
S (1.17183, -0.95779, -1.96157)  -0.1238
C (0.10827, 0.52917, -2.27161)  0.0924
S (-0.15664, 0.99326, -3.82694)  -0.2960
N (-0.14410, 1.16065, -1.13282)  -0.3287
H (0.94129, 2.61221, 0.24251)  0.3896
H (-1.52970, 1.11336, 0.80056)  0.6358
H (-0.46211, 0.72892, 1.97187)  0.4150
H (-1.86483, -1.05844, 0.16535)  0.3089
H (-1.60177, -1.54773, 1.77964)  0.3586
H (0.65904, -1.80889, 1.70958)  0.3294
H (0.27425, -2.56133, 0.15829)  0.3654
H (2.20616, -0.62882, 0.21253)  0.4351
H (-0.93097, 1.66948, -1.14218)  0.1861

Going through the records in order, we get largest force on an atom values of 0.125; 0.026; 0.183; 0.081 Eh/bohr.